[1]
{"formula": "C24H60N4O8", "method": "the ωB97M-V functional and the def2-TZVPD basis", "charge": -1, "e_above_lowest_ev": 0.966, "s2": 0.751, "multiplicity": 2, "homo_ev": [0.795, -6.337], "lumo_energy_ev": [2.53, 2.46], "elements": ["O", "O", "O", "O", "O", "O", "O", "O", "N", "N", "N", "N", "C", "C", "C", "C", "C", "C", "C", "C", "C", "C", "C", "C", "C", "C", "C", "C", "C", "C", "C", "C", "C", "C", "C", "C", "H", "H", "H", "H", "H", "H", "H", "H", "H", "H", "H", "H", "H", "H", "H", "H", "H", "H", "H", "H", "H", "H", "H", "H", "H", "H", "H", "H", "H", "H", "H", "H", "H", "H", "H", "H", "H", "H", "H", "H", "H", "H", "H", "H", "H", "H", "H", "H", "H", "H", "H", "H", "H", "H", "H", "H", "H", "H", "H", "H"], "xyz": [[-3.778034, 3.934107, -0.848881], [-1.324214, -4.422073, -0.309881], [-0.679154, 6.523167, 1.218019], [-0.519654, -4.197843, 6.136569], [-0.905114, -0.207043, 1.325989], [-2.155364, -1.081023, -5.996371], [2.354046, -4.012733, -2.113671], [4.500516, 5.106487, -0.096111], [0.358416, -2.690973, -4.033181], [-1.408774, 1.432777, -0.634701], [2.349916, 5.469297, 1.789499], [-1.629004, -5.880803, 3.187199], [-0.030944, 0.993987, -0.620891], [5.185836, 4.316757, -1.084601], [1.109206, 5.212667, 2.356819], [-3.082694, 4.323737, -2.075271], [-0.900904, -2.624353, -4.767561], [1.902666, -4.415813, -3.389351], [0.848506, -3.913593, 6.450569], [-2.449804, 0.179757, -6.466441], [-3.270414, 2.760127, -0.132871], [-0.822114, -0.467843, 2.707409], [-0.623884, -5.236813, 5.162359], [3.197626, 4.295577, 1.692049], [-1.579574, -4.797563, 4.049329], [-0.188084, 7.508997, 0.296079], [3.713986, -3.902413, -1.988251], [-1.054414, -1.071953, -5.168061], [0.289966, 0.279867, 0.717599], [0.527516, -4.005453, -3.463691], [-1.793284, 2.534747, 0.236759], [0.104376, 6.383997, 2.350259], [4.610516, 4.582497, 1.234969], [-2.031884, -5.437713, 1.797579], [-1.037294, -4.459683, 1.055929], [-2.415094, -3.499373, -0.659041], [-2.586324, -4.579293, 4.405569], [-3.816614, 2.799527, 0.809579], [-0.612254, 6.138717, 3.134079], [0.324516, -5.653963, 4.823819], [4.101726, -3.251223, -2.771641], [-2.404294, -2.554563, -0.115591], [-3.236164, -4.127523, -0.313551], [2.872776, 3.491027, 1.032309], [0.108626, 0.175027, -1.326531], [-2.186864, -6.290643, 1.136819], [0.701366, 1.781097, -0.800571], [-2.947874, -4.869663, 1.959999], [-0.663734, 7.589117, -0.681391], [-1.096404, -3.318933, -5.584531], [-1.401804, -1.293943, 3.119249], [1.389976, 5.029397, 3.393969], [0.285756, -2.096643, -3.219791], [5.255996, 3.705827, 1.181199], [-2.856964, 0.752857, -5.633451], [5.188486, 4.770937, -2.075471], [3.151776, 3.703427, 2.606029], [-0.080244, -4.980733, 1.030119], [-0.462544, 8.464847, 0.742309], [-3.780564, 1.927317, -0.616901], [4.189976, -4.862183, -2.189151], [2.401906, -3.891293, -4.204041], [-1.219914, -0.572893, -4.213261], [-0.991864, -3.425243, 1.396479], [-0.028894, -4.778473, -3.993741], [-1.687904, -2.939043, -4.082221], [0.663816, 1.130867, 1.286919], [0.878196, 7.308567, 0.191279], [-3.141654, 3.543217, -2.833831], [-0.020264, -4.001593, -2.521341], [-3.266134, 5.354387, -2.378951], [-1.612954, 0.625457, -7.004161], [2.227256, 5.853747, 0.863619], [5.044576, 5.376877, 1.842139], [0.500246, 7.353097, 2.653939], [6.222216, 4.288147, -0.748141], [-1.270544, -6.031703, 5.533939], [4.034296, -3.648973, -0.977671], [4.734736, 3.370687, -1.383861], [-1.742624, 2.374597, 1.313739], [0.782596, -3.170923, 7.245669], [-1.262484, 3.472867, 0.074619], [-2.338414, -6.527203, 3.501849], [1.048416, -0.499373, 0.642419], [-3.200114, 0.080037, -7.250791], [1.347736, -3.495673, 5.576379], [-2.625494, -3.337333, -1.716191], [1.445006, -4.781383, 6.732069], [2.094546, -5.484423, -3.486131], [-1.891664, 0.609247, -0.304991], [-0.305364, -0.524713, -5.740381], [-1.183914, 0.405547, 3.249979], [-1.134944, -3.884773, 3.652819], [-2.029314, 4.244477, -1.806541], [0.152426, -0.780403, 3.082489], [0.564746, 4.420237, 1.843299]], "forces_ev_per_angstrom": [[0.8, 0.5, -0.5], [-0.6, 1.5, -2.2], [-0.8, -0.1, -2.2], [1.1, -0.8, -0.1], [-0.1, -1.0, -0.3], [-1.2, -0.6, -0.6], [-0.8, 0.5, 0.6], [0.0, -0.3, -1.2], [0.1, -0.6, -1.1], [1.0, 0.3, -0.5], [2.3, 0.7, -1.9], [0.2, -1.3, -4.1], [0.0, -1.8, 0.7], [0.1, 0.9, 0.1], [-1.6, 0.9, 0.8], [1.3, -1.7, 2.0], [0.6, 2.6, 0.5], [1.9, -0.3, 1.0], [-0.8, 0.5, -0.3], [-1.0, 0.2, -0.7], [-1.9, 0.9, 0.5], [0.3, 0.2, 0.8], [-2.2, 0.5, 0.7], [0.3, -1.3, 0.2], [1.5, 1.6, 1.5], [-0.1, -0.1, 1.1], [1.2, -0.7, -0.6], [-0.5, -2.7, 0.5], [0.1, 1.7, 0.7], [-2.9, -0.7, 0.0], [-1.2, 0.3, -1.3], [0.0, -0.3, 1.4], [-0.5, 0.7, -0.6], [0.3, 1.1, 1.0], [0.0, -1.6, 0.1], [-0.4, -2.1, 1.3], [0.0, 0.6, 0.6], [-0.2, 0.5, 0.1], [-0.1, -0.1, 0.2], [-0.1, 0.3, -0.2], [0.3, 0.6, 0.3], [0.4, 0.0, 0.1], [-0.9, 0.8, 0.0], [-0.7, 0.2, -0.8], [-0.2, 0.5, -0.9], [0.0, 0.0, 0.1], [-0.1, 0.0, -0.1], [-0.6, -0.1, -0.5], [-0.3, -1.1, 0.1], [1.1, 0.2, -0.5], [-0.8, -0.3, -1.0], [-0.9, -0.7, 0.3], [0.0, 0.6, -0.2], [-0.2, -0.2, 0.5], [0.2, 0.7, -0.2], [-0.1, 1.0, 0.3], [0.3, 0.6, 0.7], [0.4, 0.5, 0.7], [0.8, 0.5, 0.1], [0.8, -0.5, -0.3], [0.2, -0.5, -0.1], [0.5, 0.0, 0.0], [-0.2, 0.5, 0.1], [0.1, -0.2, 0.7], [-0.1, 0.2, -0.8], [-0.7, 0.6, 0.2], [0.4, -0.4, 0.9], [0.1, 0.7, -0.3], [-0.8, 0.3, -0.4], [0.6, -0.5, 0.6], [-0.6, -0.3, 0.1], [0.4, 0.4, 0.5], [0.3, 0.0, -0.3], [0.3, -0.1, 0.1], [0.6, 0.1, -0.1], [0.2, -0.7, -0.3], [0.7, -0.7, 1.0], [-0.4, 0.5, -0.1], [0.0, -0.6, 1.1], [0.1, -0.4, 0.2], [0.4, -0.1, 0.0], [0.4, -0.1, -0.4], [0.0, -0.2, -0.1], [0.0, 0.0, -0.1], [-0.4, -0.1, 0.2], [0.1, 0.3, -0.1], [1.0, -0.2, -0.1], [-0.3, -0.3, 0.4], [-0.2, -0.3, -0.1], [-0.6, 0.1, -0.1], [1.1, -0.7, 0.4], [0.3, 0.3, 0.2], [-0.3, -0.1, -0.6], [0.4, 0.5, -0.2], [0.6, 0.6, -0.4], [-0.1, -0.7, 0.4]]}



[2]
{"formula": "C24H60O28P4", "method": "the ωB97M-V functional and the def2-TZVPD basis", "charge": 0, "homo_ev": -9.828, "lumo_energy_ev": 0.42, "elements": ["P", "P", "P", "P", "O", "O", "O", "O", "O", "O", "O", "O", "O", "O", "O", "O", "O", "O", "O", "O", "O", "O", "O", "O", "O", "O", "O", "O", "O", "O", "O", "O", "C", "C", "C", "C", "C", "C", "C", "C", "C", "C", "C", "C", "C", "C", "C", "C", "C", "C", "C", "C", "C", "C", "C", "C", "H", "H", "H", "H", "H", "H", "H", "H", "H", "H", "H", "H", "H", "H", "H", "H", "H", "H", "H", "H", "H", "H", "H", "H", "H", "H", "H", "H", "H", "H", "H", "H", "H", "H", "H", "H", "H", "H", "H", "H", "H", "H", "H", "H", "H", "H", "H", "H", "H", "H", "H", "H", "H", "H", "H", "H", "H", "H", "H", "H"], "xyz": [[2.413544, -3.277093, 2.448238], [1.895206, 0.681411, 3.881356], [-5.869889, 1.630143, 0.662972], [5.029511, -5.338317, -1.927255], [3.841300, -4.023453, 2.522720], [2.016623, -2.567606, 3.700466], [-0.489215, 6.153869, 1.096213], [-1.856492, 4.498310, 1.521229], [1.994423, 2.150605, 4.524286], [1.648929, 3.395636, -2.544540], [-5.617192, 2.604480, 1.988300], [-0.435385, -0.700090, -2.325999], [6.080412, -4.767879, -3.069043], [-5.221588, 2.063614, -0.601092], [-1.119462, 1.222793, -1.724991], [3.387333, 0.421822, 3.253906], [-1.939232, 6.378677, 2.838635], [-2.648841, -0.201046, -2.706931], [5.995620, -5.714544, -0.738662], [-3.772159, -2.290654, -4.643875], [2.449596, 2.119512, -0.825864], [0.997713, 1.009380, 2.589430], [-4.620757, -0.497355, -5.366999], [-7.484189, 1.384014, 0.605890], [-3.801693, -2.129965, -6.912599], [1.981106, 4.383140, -0.525270], [2.495378, -2.306710, 1.143274], [1.404472, -4.470316, 2.000815], [4.201656, -4.015505, -1.366173], [-5.355793, 0.150948, 1.142122], [4.168070, -6.417522, -2.407585], [1.337180, -0.344331, 4.790448], [3.354041, -3.303372, -2.236981], [1.600859, 2.282161, -3.461617], [-0.567586, -2.008640, -2.756885], [3.806067, 1.209804, 2.135236], [-5.370462, 0.338360, -6.142152], [2.621127, 2.339962, 5.707551], [2.063007, 3.214326, -1.247405], [-6.060655, 2.202608, 3.302236], [1.335142, -1.582681, 0.776898], [1.576568, -5.203155, 0.808034], [0.393534, 7.145977, 1.430636], [5.583828, -5.496759, 0.571149], [-8.403449, 2.162580, -0.257338], [-2.968984, 3.933453, 2.202243], [-4.056707, -1.634667, -5.782252], [4.108838, -4.861318, 3.660382], [-1.435932, 5.721469, 1.866105], [2.596823, 4.419392, 0.719881], [-1.982068, 2.274290, -1.458704], [-1.499460, 0.106632, -2.348419], [-3.323431, -3.608438, -4.630650], [-0.257525, 1.700060, 2.546168], [-4.118226, -0.340373, 0.705132], [6.966742, -3.722400, -2.760948], [-6.350442, -0.113719, -6.295010], [-5.344442, 1.331134, -5.692922], [-2.915705, 1.773582, -1.202359], [2.299854, -3.580307, -2.226757], [-4.152965, -1.152235, -0.021338], [2.273705, -4.760928, 0.096322], [-6.501610, 1.212987, 3.421847], [0.594885, -5.315134, 0.347767], [4.709475, 1.724130, 2.462963], [-6.875534, 2.867237, 3.589196], [4.950437, -4.419667, 4.194005], [6.937368, -2.890450, -3.464582], [-2.639217, 2.896085, 2.258896], [-0.009914, 7.869037, 2.139511], [-0.409103, 2.429207, 1.750246], [8.019473, -4.002727, -2.725300], [2.621109, 1.962113, -3.673175], [0.463473, -1.733542, 1.413708], [4.283895, -5.895663, 3.364421], [3.086333, 1.942042, 1.769296], [-4.104475, -4.282081, -4.278143], [6.816795, -3.130409, -1.858079], [3.197356, -2.290241, -1.866679], [4.572328, -5.902466, 0.551801], [3.250963, -4.912556, 4.330842], [-9.297532, 2.473842, 0.282867], [-3.258614, 4.346469, 3.168496], [2.009666, 3.800966, 1.398778], [-7.966578, 3.060774, -0.693795], [-2.879877, -3.893656, -5.584592], [3.402489, 1.620063, 5.951088], [0.388117, -2.528135, -2.687230], [3.708795, -3.088270, -3.244939], [-0.909948, -2.090284, -3.788500], [-0.534051, 2.335375, 3.387603], [-3.838255, 4.198606, 1.600446], [-1.089211, 0.995551, 2.538239], [-3.572403, -0.730765, 1.564065], [1.530616, -0.518789, 0.642664], [1.979985, 2.572609, 6.557792], [0.994097, 1.464822, -3.071873], [3.631758, 4.077996, 0.741101], [1.801111, -6.244465, 1.039036], [2.559745, 5.447734, 1.079392], [-1.296523, -2.410937, -2.053382], [1.115052, 6.693999, 2.111242], [4.046131, 0.603103, 1.262091], [1.030419, -1.960952, -0.198890], [0.923924, 7.614841, 0.601801], [-1.756536, 2.803549, -0.532906], [5.715625, -4.463856, 0.893369], [1.233014, 2.513924, -4.461151], [3.181165, 3.271500, 5.625617], [-2.415815, -3.658261, -4.029114], [-8.716855, 1.570357, -1.117079], [-4.909778, 0.579920, -7.100027], [-2.151174, 3.005141, -2.249505], [6.197809, -6.139883, 1.201636], [-5.261366, 2.135631, 4.040300], [-3.437317, 0.440807, 0.367160]], "forces_ev_per_angstrom": [[-0.7, 0.7, 1.1], [-0.6, -0.7, 0.3], [-0.2, -0.8, 0.1], [0.2, 1.3, -1.1], [-0.6, 0.6, -0.8], [0.4, -1.8, -2.1], [-0.4, -1.7, -2.5], [1.5, 1.5, -0.2], [-1.3, -0.8, -2.3], [-0.2, 1.1, 1.1], [-0.3, -1.7, -1.4], [1.1, 1.9, -0.3], [-1.5, -0.6, 1.3], [-0.8, 0.3, 1.7], [2.3, -0.4, -0.7], [-2.3, -0.1, 0.4], [1.9, -2.2, -3.2], [3.1, 0.9, 0.6], [0.9, 0.8, -1.9], [-0.5, 1.2, 0.3], [-0.7, 2.6, -0.4], [0.1, 0.7, -0.1], [1.6, -1.5, 0.9], [0.7, 0.9, -0.3], [-1.3, 2.6, 3.2], [-0.2, -1.1, -3.1], [1.1, -1.3, 1.4], [0.4, 1.3, 0.9], [1.3, -1.4, -0.6], [-1.7, 1.6, -0.1], [0.3, 0.5, -0.1], [1.0, 1.6, -0.8], [-1.1, 1.9, -0.1], [0.8, -0.8, 0.4], [-0.9, -1.1, 0.0], [0.6, 0.5, -0.2], [-0.3, 1.3, -1.9], [2.1, 1.7, 2.2], [0.3, -2.0, -0.3], [-0.9, -0.4, 0.3], [-0.9, 0.0, -1.1], [-0.7, -0.8, -0.5], [1.3, 1.2, 2.7], [-0.4, -0.9, 1.1], [0.5, -0.1, -0.2], [-0.6, 0.3, -0.2], [0.8, -2.5, -2.1], [-0.4, 0.2, 0.4], [-3.0, 2.1, 4.5], [0.0, -0.4, 1.5], [-2.7, -0.1, 0.9], [-3.1, -0.8, 0.5], [1.5, -0.6, -0.8], [-1.0, 0.1, 0.8], [1.9, -0.2, 0.4], [1.1, 1.8, 0.3], [-0.2, 0.5, 0.0], [-0.7, -0.3, 0.6], [-0.6, 0.6, -0.4], [0.2, -1.3, -0.3], [-0.6, 0.3, -0.2], [0.1, 0.0, 0.2], [0.0, -0.3, -1.0], [-0.1, 0.5, -0.2], [0.0, 0.1, -0.1], [0.4, 0.3, 0.2], [0.0, -0.3, -0.1], [-0.4, -0.5, -0.8], [-1.0, -0.1, 0.0], [-0.7, 0.4, -0.6], [0.9, -0.5, -0.7], [-0.2, -0.7, -0.1], [0.1, -0.3, 0.4], [0.3, 0.1, 0.5], [0.3, 0.2, -0.4], [-0.1, -0.2, 0.4], [0.1, 0.0, -0.1], [-0.6, -0.7, 0.7], [0.7, 0.2, 0.7], [-0.3, 0.6, 1.2], [0.0, 0.3, 0.1], [0.3, -0.3, 0.4], [1.0, 0.1, 0.2], [0.1, 0.0, 0.3], [0.5, -0.1, 0.4], [-0.8, -0.2, -0.4], [-0.4, -0.5, 0.1], [0.0, 0.3, 0.2], [0.3, -0.9, -0.1], [-0.2, 0.1, 0.1], [0.9, -0.2, 0.8], [0.0, -1.0, -0.3], [0.2, -0.4, -0.4], [-0.3, -0.2, 0.3], [0.3, -0.1, 0.4], [-0.5, -0.8, -0.1], [0.2, 0.1, 0.2], [0.0, -0.1, -0.3], [0.7, 0.1, 0.1], [0.0, -0.1, -0.3], [-0.1, -0.9, -0.4], [0.6, -0.2, -0.3], [0.0, -0.4, 0.3], [0.0, 0.0, -0.2], [-0.6, -0.4, -0.2], [0.9, -0.1, -0.2], [-0.5, -0.1, -0.2], [-0.4, 1.1, 0.5], [0.2, 0.3, -0.2], [-0.4, 0.0, 0.8], [0.2, -0.4, 0.3], [0.0, -0.6, -0.4], [0.3, -0.3, -0.3], [0.0, 0.0, 0.0], [0.3, 0.8, -0.3], [-0.3, 0.1, -0.5]]}